Entry 1:
3 unconnected molecules or ions with the total composition C23H43F4N8O6P2S in a non-equilibrium geometry. Source: the OMol25 dataset; level of theory: ωB97M-V/def2-TZVPD.

Summary:
- Highest occupied orbital energy: -9.6 eV
- Charge: +1
- HOMO-LUMO gap: 4.10 eV
- Largest force on an atom: 8.90 eV/Å
- Lowest unoccupied orbital energy: -5.5 eV
- Relative energy (zero: lowest compared OMol25 entry of this formula, charge and spin): 4.505 eV

Last column: Löwdin charge in e.
CARTESIAN COORDINATES (ANGSTROEM)
O  -8.97  -5.37  4.04  0.144
C  -8.24  -4.90  3.20  -0.456
O  -7.71  -5.78  2.28  0.096
C  -7.94  -3.36  3.29  -0.008
C  -7.23  -2.73  2.05  -0.016
C  -5.97  -3.19  1.45  -0.186
N  -5.26  -4.31  1.98  0.103
C  -4.22  -3.88  2.56  -0.669
S  -3.05  -3.33  3.48  0.911
N  -5.44  -2.53  0.36  0.160
C  -5.97  -1.41  -0.26  0.082
C  -7.21  -0.81  0.25  0.052
C  -7.81  0.48  -0.40  -0.352
F  -8.08  1.45  0.56  0.107
F  -8.93  0.18  -1.15  0.124
C  -6.80  1.19  -1.41  -0.240
F  -6.68  0.50  -2.60  0.067
F  -5.57  1.47  -0.82  0.056
C  -7.84  -1.51  1.42  0.093
C  -9.18  -0.86  1.94  -0.446
O  -10.14  -0.73  1.25  0.195
O  -9.16  -0.41  3.25  0.123
H  -7.55  -5.35  1.42  0.104
H  -8.91  -2.85  3.56  0.139
H  -7.25  -3.22  4.19  0.158
H  -4.56  -2.89  -0.03  0.189
H  -5.42  -0.96  -1.13  0.157
H  -7.27  2.19  -1.66  0.189
H  -8.33  -0.76  3.65  0.117
O  -0.04  -1.52  2.81  -0.342
P  0.18  -0.20  2.08  0.744
N  0.34  -0.96  0.52  -0.298
C  1.15  -0.52  -0.60  -0.127
C  -0.90  -1.57  0.02  -0.163
N  1.76  0.02  2.75  -0.335
C  2.98  0.16  1.96  -0.140
C  2.09  -0.75  3.95  -0.140
N  0.32  1.40  1.33  -0.265
C  0.59  2.49  2.31  -0.125
C  -0.93  1.82  0.66  -0.140
H  0.77  0.38  -1.10  0.073
H  1.20  -1.31  -1.36  0.085
H  2.19  -0.35  -0.33  0.049
H  -1.64  -0.81  -0.27  0.052
H  -1.36  -2.20  0.79  0.043
H  -0.71  -2.21  -0.84  0.080
H  3.27  -0.79  1.50  0.091
H  3.81  0.49  2.59  0.085
H  2.89  0.93  1.20  0.067
H  2.32  -1.79  3.72  0.086
H  1.27  -0.72  4.67  0.069
H  2.95  -0.32  4.47  0.082
H  -0.18  2.52  3.09  0.086
H  0.62  3.46  1.81  0.085
H  1.56  2.39  2.79  0.072
H  -1.79  1.75  1.33  0.082
H  -1.14  1.23  -0.23  0.053
H  -0.86  2.86  0.31  0.086
O  5.68  0.27  -0.94  -0.315
P  5.76  1.36  -2.00  0.746
N  6.10  0.23  -3.28  -0.307
C  6.92  0.45  -4.46  -0.135
C  4.98  -0.66  -3.61  -0.147
N  7.26  1.97  -1.39  -0.336
C  8.49  2.06  -2.15  -0.148
C  7.62  1.61  -0.01  -0.145
N  5.74  2.69  -3.17  -0.269
C  5.81  4.03  -2.54  -0.132
C  4.48  2.73  -3.96  -0.137
H  6.45  1.12  -5.20  0.073
H  7.11  -0.50  -4.97  0.084
H  7.90  0.84  -4.23  0.048
H  4.17  -0.13  -4.12  0.059
H  4.57  -1.11  -2.71  0.065
H  5.30  -1.48  -4.25  0.080
H  8.93  1.06  -2.33  0.087
H  9.24  2.66  -1.63  0.081
H  8.35  2.57  -3.11  0.070
H  7.99  0.58  0.06  0.085
H  6.76  1.72  0.65  0.066
H  8.39  2.28  0.38  0.079
H  5.00  4.18  -1.81  0.084
H  5.74  4.82  -3.30  0.083
H  6.75  4.21  -2.03  0.070
H  3.60  2.73  -3.31  0.082
H  4.40  1.89  -4.65  0.057
H  4.45  3.63  -4.59  0.085

Entry 2:
2 unconnected molecules or ions with the total composition C23H43N2O10P2S in a non-equilibrium geometry. Source: the OMol25 dataset; level of theory: ωB97M-V/def2-TZVPD.

Summary:
- Highest occupied orbital energy: -10.7 eV
- Charge: +1
- HOMO-LUMO gap: 5.45 eV
- Largest force on an atom: 4.84 eV/Å
- Lowest unoccupied orbital energy: -5.3 eV

Last column: Löwdin charge in e.
CARTESIAN COORDINATES (ANGSTROEM)
C  -0.14  -2.27  3.84  -0.151
C  1.42  -2.06  3.97  -0.411
P  2.16  -0.81  2.78  0.996
C  4.02  -1.15  2.51  -0.256
C  1.42  -1.00  1.03  -0.207
C  0.75  0.25  0.54  -0.140
C  0.66  1.57  1.37  -0.204
S  2.09  2.62  0.78  0.732
O  1.63  3.95  0.37  -0.339
O  2.70  1.93  -0.39  -0.370
C  0.15  0.26  -0.81  0.009
C  -0.60  1.46  -1.47  -0.406
O  -0.24  1.78  -2.57  0.192
O  -1.61  2.19  -0.87  0.007
C  -2.49  1.38  -0.06  -0.176
C  -4.01  1.82  -0.19  -0.146
C  -4.96  0.81  0.60  -0.166
C  -4.94  -0.65  0.01  -0.212
N  -5.96  -1.56  0.61  -0.138
C  -7.29  -1.25  0.01  -0.082
C  -5.53  -2.91  0.20  -0.451
C  -4.54  -3.77  1.08  -0.001
O  -5.91  -3.35  -0.87  0.081
C  0.27  -0.97  -1.62  0.105
C  0.98  -2.14  -1.07  -0.098
P  1.08  -3.59  -2.25  0.602
O  0.86  -3.05  -3.64  -0.283
O  2.56  -4.34  -2.25  -0.126
O  -0.19  -4.63  -1.98  -0.153
N  1.52  -2.15  0.23  0.004
C  2.18  -3.40  0.70  -0.178
O  1.37  -4.55  0.65  -0.173
C  0.63  -4.80  1.86  -0.063
H  -0.35  -3.36  4.07  0.078
H  -0.49  -2.13  2.77  0.054
H  -0.75  -1.65  4.55  0.084
H  2.03  -3.00  3.92  0.057
H  1.60  -1.63  5.01  0.092
H  4.25  -1.03  1.42  0.057
H  4.19  -2.23  2.80  0.039
H  4.65  -0.47  3.16  0.054
H  0.73  1.42  2.48  0.072
H  -0.25  2.18  1.12  0.099
H  3.11  2.71  1.72  0.098
H  -2.20  1.49  1.03  0.129
H  -2.47  0.28  -0.32  0.119
H  -4.16  2.85  0.24  0.125
H  -4.34  1.87  -1.28  0.129
H  -4.52  0.75  1.65  0.119
H  -6.00  1.22  0.71  0.115
H  -3.93  -1.12  0.20  0.106
H  -5.13  -0.56  -1.11  0.137
H  -7.95  -2.15  0.16  0.102
H  -7.24  -1.04  -1.10  0.099
H  -7.68  -0.34  0.55  0.093
H  -3.64  -3.17  1.39  0.066
H  -4.17  -4.60  0.42  0.085
H  -5.07  -4.24  1.95  0.089
H  -0.17  -0.99  -2.65  0.146
H  2.38  -5.30  -2.34  0.111
H  -0.58  -4.86  -2.85  0.100
H  3.04  -3.58  -0.02  0.155
H  2.64  -3.33  1.71  0.111
H  -0.31  -4.18  1.82  0.089
H  1.23  -4.70  2.80  0.092
H  0.30  -5.88  1.81  0.120
C  2.77  4.36  -2.88  -0.075
C  4.24  4.40  -2.48  -0.281
O  5.04  5.18  -3.36  -0.158
C  4.70  6.55  -3.48  -0.279
C  4.77  7.31  -2.17  -0.081
H  2.66  3.97  -3.89  0.088
H  2.21  3.73  -2.19  0.036
H  2.32  5.36  -2.86  0.072
H  4.64  3.39  -2.51  0.117
H  4.35  4.75  -1.45  0.102
H  3.72  6.65  -3.95  0.106
H  5.42  6.99  -4.18  0.119
H  4.06  6.92  -1.43  0.063
H  4.53  8.37  -2.33  0.078
H  5.77  7.24  -1.73  0.081

Entry 3:
6 unconnected molecules or ions with the total composition C23H43N2O17 in a non-equilibrium geometry. Source: the OMol25 dataset; level of theory: ωB97M-V/def2-TZVPD.

Summary:
- Highest occupied orbital energy: -12.3 eV
- Charge: +1
- HOMO-LUMO gap: 8.10 eV
- Largest force on an atom: 9.00 eV/Å
- Lowest unoccupied orbital energy: -4.2 eV

Last column: Löwdin charge in e.
CARTESIAN COORDINATES (ANGSTROEM)
C  1.56  0.85  -0.21  -0.117
C  2.02  0.90  -1.79  -0.127
C  0.89  1.62  -2.79  -0.223
O  0.86  1.14  -4.05  -0.012
O  0.04  2.71  -2.28  -0.150
C  -1.39  2.35  -2.41  -0.132
C  -2.26  2.48  -1.03  -0.077
N  -2.92  1.11  -0.80  -0.119
C  -2.58  0.24  0.40  0.088
C  -3.54  -1.06  0.07  0.040
N  -4.29  -0.86  -1.23  0.048
C  -3.92  0.50  -1.79  0.070
H  2.50  0.47  0.40  0.098
H  0.61  0.17  -0.04  0.072
H  1.31  1.97  0.10  0.079
H  2.30  -0.20  -2.16  0.139
H  3.00  1.55  -1.94  0.138
H  -1.95  2.93  -3.26  0.145
H  -1.40  1.20  -2.74  0.144
H  -1.64  2.75  -0.07  0.152
H  -3.12  3.28  -1.12  0.152
H  -1.85  0.47  1.29  0.152
H  -3.65  -2.03  0.72  0.133
H  -4.96  -1.45  -1.76  0.163
H  -4.24  1.05  -2.77  0.175
C  2.22  3.92  -10.01  -0.050
O  1.63  4.47  -8.83  -0.009
C  1.14  3.54  -7.97  -0.557
O  1.16  2.33  -8.13  0.111
O  0.61  4.19  -6.90  -0.006
C  0.05  3.34  -5.91  -0.061
H  2.58  4.75  -10.62  0.096
H  3.07  3.29  -9.75  0.099
H  1.48  3.36  -10.58  0.099
H  0.82  2.68  -5.49  0.068
H  -0.78  2.75  -6.32  0.102
H  -0.34  3.96  -5.10  0.086
C  1.92  4.66  -1.50  -0.054
O  1.91  6.04  -1.15  0.005
C  1.13  6.34  -0.08  -0.555
O  0.47  5.55  0.57  0.091
O  1.22  7.68  0.14  -0.003
C  0.44  8.14  1.24  -0.049
H  2.58  4.53  -2.37  0.106
H  2.32  4.05  -0.68  0.093
H  0.91  4.33  -1.78  0.069
H  0.78  7.67  2.17  0.099
H  -0.62  7.95  1.07  0.097
H  0.59  9.22  1.33  0.098
C  4.49  0.82  4.11  -0.048
O  5.42  -0.26  4.10  0.002
C  5.03  -1.32  3.35  -0.538
O  3.99  -1.41  2.71  0.075
O  6.00  -2.27  3.43  0.004
C  5.73  -3.45  2.68  -0.043
H  4.90  1.62  4.74  0.098
H  4.35  1.22  3.10  0.093
H  3.53  0.51  4.54  0.099
H  5.64  -3.22  1.62  0.099
H  4.82  -3.94  3.05  0.099
H  6.56  -4.14  2.82  0.099
C  1.87  -3.10  1.32  -0.049
O  0.49  -2.75  1.47  -0.028
C  -0.06  -3.15  2.64  -0.559
O  0.51  -3.76  3.53  0.126
O  -1.36  -2.76  2.65  -0.046
C  -2.07  -3.12  3.83  -0.045
H  2.21  -2.73  0.34  0.095
H  2.47  -2.62  2.09  0.062
H  2.00  -4.18  1.33  0.104
H  -1.62  -2.65  4.71  0.104
H  -2.10  -4.21  3.95  0.098
H  -3.10  -2.76  3.73  0.091
C  -3.78  -7.07  2.63  -0.054
O  -4.37  -6.52  3.81  -0.025
C  -4.86  -7.45  4.67  -0.560
O  -4.84  -8.66  4.51  0.116
O  -5.39  -6.79  5.74  -0.014
C  -5.95  -7.65  6.73  -0.048
H  -3.42  -6.24  2.02  0.084
H  -2.93  -7.70  2.89  0.103
H  -4.52  -7.63  2.05  0.100
H  -5.18  -8.31  7.15  0.101
H  -6.78  -8.23  6.32  0.101
H  -6.34  -7.02  7.54  0.095